Record 1
Entry from the Open Molecules 2025 dataset: an isolated molecule of C4H3NO in a non-equilibrium geometry (the ωB97M-V functional and the def2-TZVPD basis).

HOMO-LUMO gap (alpha / beta)	8.313 / 8.312	eV
LUMO (alpha / beta)	-0.40 / -0.40	eV
largest force on an atom	6.997	eV/Å

```
9
Properties=species:S:1:pos:R:3:lowdin_charge:R:1
H -1.5499 -1.4837 0.6035 0.109
C 0.6969 -0.9017 0.2670 -0.179
C -0.7192 -0.7170 0.4592 -0.033
H 1.1251 0.0595 -1.7844 0.227
C 1.1470 0.1399 -0.4861 -0.344
C -0.8872 0.6909 0.3078 -0.208
O 0.1015 1.2133 -0.1909 0.001
N 1.9455 -0.3291 0.5745 0.253
H -1.8597 1.3279 0.2495 0.174
```


Record 2
Entry from the Open Molecules 2025 dataset: an isolated molecule of C5H10N2O in a non-equilibrium geometry (the ωB97M-V functional and the def2-TZVPD basis).

HOMO-LUMO gap	10.315	eV
LUMO	0.91	eV
largest force on an atom	9.455	eV/Å

```
18
Properties=species:S:1:pos:R:3:lowdin_charge:R:1
H -1.0630 2.3248 0.1557 0.160
C 0.0852 0.4461 0.0102 -0.234
H 0.0730 2.1036 1.6221 0.136
C 0.1224 1.9965 0.4316 -0.387
N -0.8944 -0.2895 0.8592 -0.047
C 0.4947 -2.1033 -0.4547 -0.138
C 0.4708 -0.9296 0.6937 -0.210
H 1.6104 -2.5372 -0.5561 0.085
O -1.8833 -2.1701 -0.2353 -0.041
C -1.9109 -0.9474 -0.0796 -0.244
N 1.0627 2.5816 -0.2735 -0.076
H -2.4366 -0.2821 -0.8942 0.159
H 0.0319 -3.1444 -0.0994 0.096
H -0.2041 0.1845 -1.1931 0.167
H 1.4257 3.6481 -0.1205 0.159
H 1.0598 -1.3572 1.7195 0.184
H 1.9846 2.1523 -0.0364 0.097
H -0.0290 -1.6769 -1.5491 0.134
```


Record 3
Entry from the Open Molecules 2025 dataset: a structure of composition C28H32BN8ORuS4 in a non-equilibrium geometry (the ωB97M-V functional and the def2-TZVPD basis).

net charge	+3
HOMO-LUMO gap (alpha / beta)	6.503 / 4.813	eV
LUMO (alpha / beta)	-9.27 / -10.95	eV
largest force on an atom	1.680	eV/Å
<S²>	6.04
multiplicity	5

```
75
Properties=species:S:1:pos:R:3:lowdin_charge:R:1
H -2.0963 0.2726 -1.3057 0.035
H -3.3594 -0.4215 -2.3261 0.119
O 0.0084 1.4152 -0.9557 -0.679
C -0.4624 6.3076 -1.6709 -0.042
N 1.6917 -4.5831 2.0555 -0.092
C 0.1860 0.6592 -3.7628 -0.094
H 2.6314 -4.6028 3.9303 0.118
H -2.3199 -5.2270 1.5133 0.101
C 1.8269 0.5596 2.9150 -0.222
H -3.5207 4.8387 -1.6782 0.118
H 2.2502 0.2863 4.9724 0.116
H 0.8541 3.9576 -4.2689 0.117
C -2.3016 1.3751 2.9213 0.026
B -1.7471 -4.6880 0.6083 -0.402
C -3.0856 -0.1840 -1.2980 -0.015
H 1.4137 5.2521 -1.6908 0.117
H -0.0698 0.9045 -7.1260 0.121
S -0.4226 -1.8823 -0.8721 0.689
S 0.7545 2.4685 -1.7808 1.059
N -3.0723 -1.3959 -0.4922 -0.111
C -1.6224 0.8656 1.8245 -0.067
C -1.8442 6.1845 -1.6601 -0.037
C 0.4717 1.9875 -3.4883 -0.372
H 5.4826 -0.9826 -0.9222 0.135
C -2.0041 -2.1995 -0.2728 -0.660
C -0.2823 3.9289 -1.7132 -0.401
C -1.5941 1.6154 4.0868 0.026
C -1.6612 3.7864 -1.7028 -0.068
H -3.3627 1.5697 2.8588 0.134
H 3.7027 0.3827 3.9913 0.084
C 0.6072 2.9291 -4.4995 -0.060
C 0.3334 5.1698 -1.6889 -0.082
H -5.1585 -1.5557 -0.0026 0.145
H 2.6705 -3.0607 3.0735 0.051
N -2.4147 -3.2949 0.3833 0.002
N -0.2310 -4.7143 0.9557 0.018
C -0.0260 0.2759 -5.0789 -0.052
S 2.7493 -0.8145 -0.9650 0.723
H 5.9271 -0.5335 0.6806 0.146
H -0.2643 -0.7541 -5.3083 0.116
H -0.0001 7.2849 -1.6584 0.122
C -3.7574 -3.1605 0.6058 -0.007
H 0.1240 -0.0624 -2.9587 0.044
C 1.6976 -5.7394 1.3584 0.063
N 5.1956 -0.7040 0.0056 0.170
N -0.3235 0.5870 1.8563 -0.070
C 0.5020 -3.9407 1.8021 -0.690
H -1.9062 -5.3215 -0.3962 0.100
H 0.1401 -6.5753 0.0065 0.157
H -2.4605 7.0730 -1.6334 0.123
C 0.3996 2.5315 -5.8103 -0.038
C -2.4427 4.9298 -1.6782 -0.046
H 4.2399 0.0895 2.1922 0.156
S 0.0651 -2.4450 2.4208 0.821
C 0.0815 1.2105 -6.0999 -0.041
H 2.5245 -6.4298 1.3923 0.159
N 3.5462 -0.1259 1.4910 0.034
H 0.4828 3.2553 -6.6094 0.124
H -3.8249 0.5077 -0.8983 0.108
C -4.1749 -1.9891 0.0555 0.007
H -4.3227 -3.9202 1.1170 0.143
H -2.1118 2.8024 -1.7224 0.102
N 2.2260 0.1334 1.7540 -0.102
C -0.2274 1.3640 4.1112 0.045
C 2.7435 -4.1368 2.9518 0.003
H 3.7125 -4.4107 2.5410 0.108
H -2.1289 0.6690 0.8912 0.099
H -2.0951 1.9973 4.9662 0.140
C 0.3888 0.8467 2.9836 -0.238
C 0.5007 -5.8094 0.6732 0.042
C 2.6958 0.7739 4.1044 0.032
C 3.9134 -0.5250 0.2540 -0.743
Ru 0.8432 -0.2727 0.3561 0.951
H 2.7689 1.8401 4.3328 0.127
H 0.3462 1.5746 5.0027 0.132
```